The following is a DFT calculation (wB97M-V/def2-TZVPD) of 9 unconnected molecules or ions with the total composition C44H90BrFN3O16P2 at a distorted geometry.

Geometry as XYZ:
```
157
Properties=species:S:1:pos:R:3:forces:R:3
C 9.40415 -0.78556 0.90332 -0.3 0.3 -0.4
O 8.63146 -0.19252 -0.14253 0.1 0.2 0.5
C 7.99920 0.99658 0.31668 -0.4 -0.9 -0.1
C 6.59812 0.69015 0.88057 -0.2 0.9 -0.8
C 5.54622 1.53485 0.13362 -0.2 -0.6 1.4
C 4.22393 1.54013 0.89944 -0.5 0.4 -1.0
C 3.36528 2.76606 0.54260 0.3 -0.5 1.3
C 2.09942 2.77976 1.39967 -0.7 0.2 -0.5
C 0.83578 2.24180 0.68245 1.0 0.4 0.1
C 0.21123 1.05237 1.32694 -2.1 -0.5 -0.6
O 1.04790 -0.07336 1.30635 0.6 0.5 0.4
N -0.32600 1.21253 2.67786 0.9 -0.3 0.9
O -0.08445 2.38434 3.40318 0.0 -0.1 0.2
C -1.62928 0.76461 2.76316 0.7 1.0 -0.9
N -2.20101 0.29820 3.79614 0.0 0.1 0.7
C -1.53217 0.10768 5.08131 -0.6 -0.6 0.7
C -1.30010 -1.37556 5.36613 0.9 0.2 -0.3
C 0.06872 -1.85023 4.80340 -1.0 0.0 0.5
C 1.09125 -2.11568 5.89323 0.7 0.0 -0.8
O 1.80244 -0.93229 6.23319 -0.3 0.1 0.2
C 2.92163 -0.72013 5.39503 -0.2 0.3 0.2
N -2.24010 0.91828 1.53051 -0.8 -0.1 -0.8
C -2.90020 2.22663 1.49001 -0.5 0.4 0.1
P -4.67216 1.99458 1.82654 -0.4 0.2 0.1
O -4.87011 0.93762 2.79327 0.2 -1.1 1.0
O -5.51159 1.70182 0.49704 0.6 0.9 -0.1
O -5.17553 3.41657 2.35762 0.0 0.0 -1.2
C -1.17442 0.60606 0.59647 0.9 -1.9 -0.4
C -1.33370 0.99609 -0.84668 -0.7 1.0 0.5
C -2.70020 0.62636 -1.44388 0.7 0.6 -0.3
C -2.58529 0.54424 -2.96319 -1.1 0.2 0.2
F -1.53611 1.35338 -3.38474 0.2 -0.3 -0.2
P -1.15619 -1.36754 0.73671 0.0 -1.1 0.8
O -2.68882 -1.74848 1.21702 0.3 0.7 -0.7
Br -1.05186 -2.10573 -1.38948 0.0 0.1 0.5
H 9.50546 -1.84071 0.67910 0.2 -0.1 -0.1
H 8.93789 -0.66283 1.88005 -0.1 -0.1 -0.1
H 10.37084 -0.28676 0.92001 0.3 -0.1 0.1
H 8.60148 1.50220 1.06982 0.2 0.1 0.0
H 7.89695 1.65120 -0.54348 0.1 0.1 -0.2
H 6.35470 -0.35774 0.75228 0.2 -0.3 0.1
H 6.52893 0.95634 1.92916 0.1 -0.2 0.3
H 5.90300 2.55959 0.12395 0.1 0.3 -0.4
H 5.40230 1.14819 -0.86796 0.1 0.2 -0.4
H 4.40548 1.57642 1.96937 0.2 0.0 0.3
H 3.62551 0.64766 0.70320 0.2 -0.3 0.0
H 3.15917 2.82144 -0.52079 -0.1 0.1 -0.2
H 3.95144 3.62334 0.84992 0.1 0.4 -0.3
H 2.27233 2.19839 2.30566 0.2 0.0 0.2
H 1.87641 3.79533 1.70525 0.1 0.1 0.2
H 0.12552 3.03988 0.50445 -0.3 0.2 0.2
H 1.14194 1.90909 -0.30415 -0.1 -0.2 -0.2
H 1.55693 -0.05528 2.13203 0.1 -0.2 -0.4
H 0.67074 2.19316 3.98362 -0.1 0.1 -0.1
H -3.19126 0.05158 3.71073 -0.1 0.1 -0.2
H -2.17691 0.51852 5.85177 -0.1 0.3 0.0
H -0.59124 0.62671 5.10596 0.2 0.3 -0.1
H -2.10860 -1.98512 4.97764 -0.2 0.0 0.0
H -1.27044 -1.49313 6.44230 -0.2 0.0 0.3
H -0.07879 -2.74845 4.21770 0.1 -0.2 -0.3
H 0.44412 -1.06101 4.16068 0.3 -0.1 -0.4
H 0.63478 -2.53634 6.78119 0.0 0.1 0.3
H 1.80929 -2.83556 5.49682 0.1 -0.3 0.2
H 2.71429 -0.98754 4.35862 0.0 -0.2 -0.2
H 3.78970 -1.26670 5.75933 0.1 -0.2 -0.1
H 3.15580 0.33975 5.42165 0.1 0.2 0.1
H -2.73040 2.78758 0.57621 0.2 -0.2 -0.3
H -2.52843 2.86196 2.29510 0.0 0.3 0.1
H -5.48301 2.47888 -0.08975 -0.2 -0.6 -0.3
H -5.61371 3.89554 1.63356 0.0 0.2 0.6
H -1.26508 2.07907 -0.93033 0.3 0.2 -0.1
H -0.52247 0.60956 -1.44450 0.2 -0.2 0.1
H -3.35892 1.46039 -1.23202 -0.4 0.0 0.3
H -3.11980 -0.27798 -1.02391 -0.2 -0.2 -0.1
H -3.49061 0.96372 -3.38980 -0.1 0.0 -0.3
H -2.52086 -0.47057 -3.33309 0.5 -0.1 -0.2
H -3.38548 -1.21006 0.80160 0.0 -0.2 0.2
C -4.14511 -3.42362 -6.20120 0.0 0.2 0.3
C -3.80361 -2.01870 -5.78714 0.1 -0.2 -0.2
O -4.24830 -1.52507 -4.77062 0.0 0.1 0.1
C -2.87647 -1.24451 -6.69125 0.0 0.2 0.2
H -4.81254 -3.86725 -5.47120 -0.1 0.0 0.0
H -4.64104 -3.41934 -7.17155 0.1 -0.1 -0.1
H -3.23262 -4.02089 -6.26004 -0.2 0.1 -0.2
H -3.31836 -1.14778 -7.68393 0.1 -0.1 -0.1
H -1.91869 -1.76225 -6.76910 -0.2 -0.1 -0.1
H -2.71026 -0.24985 -6.28000 0.0 0.0 0.0
C 0.56430 -5.41901 -5.67895 -0.3 0.0 -0.2
C -0.18644 -4.17252 -5.29500 0.2 -0.1 0.0
O -1.12059 -3.75891 -5.94683 0.2 -0.1 0.1
C 0.27499 -3.45557 -4.04838 -0.2 0.0 -0.3
H 0.13372 -5.83556 -6.58720 0.0 0.0 0.0
H 1.61418 -5.18421 -5.86041 0.0 -0.1 0.2
H 0.48451 -6.15501 -4.87777 0.2 0.0 0.0
H 1.31128 -3.13320 -4.16111 0.0 -0.1 0.1
H 0.19180 -4.11716 -3.18521 0.2 0.0 0.0
H -0.35085 -2.58192 -3.89592 0.0 0.1 -0.1
C 2.33112 7.68510 2.91908 0.2 -0.2 0.0
C 2.21562 6.93414 1.61658 0.0 0.0 0.0
O 2.80746 5.89336 1.43124 -0.1 0.0 0.0
C 1.33184 7.53613 0.55281 0.1 -0.3 -0.1
H 2.99449 7.14565 3.59127 0.0 0.0 0.0
H 2.74016 8.68043 2.74127 -0.1 0.1 0.0
H 1.34925 7.77689 3.38632 0.0 0.2 -0.1
H 1.69945 8.52522 0.27731 -0.1 0.1 0.1
H 0.30849 7.62224 0.92243 0.0 0.2 0.0
H 1.33874 6.89981 -0.32976 0.0 0.0 0.0
C -1.49052 -9.44674 -4.22269 0.3 0.0 -0.1
C -0.99178 -8.29824 -3.38198 0.0 0.0 0.0
O 0.16753 -7.95263 -3.40781 -0.1 0.0 0.0
C -2.00360 -7.59787 -2.50748 0.2 0.1 0.0
H -0.66576 -9.85758 -4.79994 0.0 0.0 0.0
H -1.89967 -10.22935 -3.58207 -0.1 0.0 0.0
H -2.26510 -9.09891 -4.90823 -0.1 -0.1 0.1
H -2.43403 -8.30327 -1.79524 -0.1 0.0 -0.1
H -2.79952 -7.17382 -3.12235 -0.1 -0.1 0.0
H -1.51482 -6.79552 -1.95877 0.0 0.0 0.0
C -5.45452 -7.79931 -5.33642 -0.1 0.2 0.1
C -5.50990 -6.97396 -6.59931 0.0 0.1 -0.1
O -5.76011 -5.79129 -6.56958 -0.1 -0.2 0.0
C -5.23849 -7.69103 -7.89860 0.0 0.2 -0.1
H -5.66741 -7.16419 -4.47936 0.0 0.0 0.0
H -6.19628 -8.59807 -5.37876 0.1 -0.1 0.0
H -4.46082 -8.23493 -5.21845 -0.1 -0.2 -0.1
H -5.97150 -8.48524 -8.04743 0.1 -0.1 0.0
H -4.23620 -8.12220 -7.88606 -0.1 -0.1 0.0
H -5.30955 -6.98554 -8.72296 0.0 0.0 0.0
C -5.32046 4.52241 5.15464 0.2 0.1 0.1
C -5.09458 5.85936 5.81913 0.1 0.1 0.1
O -4.05619 6.46201 5.67368 0.0 0.0 0.0
C -6.21643 6.40628 6.66665 0.2 0.2 0.0
H -4.43849 4.25637 4.58178 0.0 0.0 0.0
H -5.49914 3.75436 5.90933 -0.2 0.0 0.0
H -6.17576 4.57800 4.48267 -0.1 -0.1 0.1
H -6.43586 5.71933 7.48534 -0.1 -0.1 -0.1
H -7.11285 6.54196 6.05959 -0.1 -0.1 0.1
H -5.92135 7.36722 7.08084 0.0 0.0 0.0
C -1.07076 3.99176 -4.51485 0.2 0.2 0.1
C -0.77810 5.44309 -4.81073 0.0 0.0 0.0
O 0.11097 6.03361 -4.24250 0.0 0.0 0.1
C -1.64443 6.12307 -5.84329 0.2 0.2 0.1
H -0.37466 3.63304 -3.76118 0.0 0.0 0.0
H -2.08860 3.88438 -4.13721 -0.1 -0.1 -0.2
H -0.95450 3.38980 -5.41663 -0.2 0.0 0.0
H -2.68885 6.10418 -5.52740 0.0 -0.1 -0.1
H -1.54912 5.61564 -6.80432 -0.1 -0.1 0.0
H -1.32804 7.15713 -5.95688 0.0 0.0 0.0
C 8.84894 0.72395 6.07555 0.1 0.1 -0.2
C 8.27760 -0.15565 4.99231 0.0 0.0 0.0
O 8.35054 0.15082 3.82400 -0.1 0.1 0.2
C 7.61121 -1.43779 5.42903 0.0 0.0 -0.3
H 9.29659 1.60704 5.62605 0.0 0.0 0.0
H 8.05856 1.03576 6.76026 0.1 -0.1 0.1
H 9.61516 0.18206 6.63174 -0.1 0.0 0.1
H 6.76985 -1.21486 6.08779 0.1 0.0 0.1
H 8.32567 -2.06946 5.95834 -0.1 0.0 0.1
H 7.24668 -1.97268 4.55422 0.0 0.0 0.0
```
Forces are in eV/Å.

Calculated values
charge	+1
molar mass	1078.059	g mol⁻¹
spin multiplicity	1
Kohn-Sham gap	0.2586	hartree
HOMO level	-10.4	eV